11
Properties=species:S:1:pos:R:3:mulliken_charge:R:1 method="wB97M-V/def2-TZVPD" molar_mass_g_mol=96.07 gap_ev=9.64 e_above_lowest_ev=3.054 smiles="C1=CC1P1=CC=1" homo_ev=-8.46
C 0.00 1.44 1.72 -0.45
C -1.19 1.15 1.29 -0.27
C 1.30 -1.17 -1.51 -0.36
C 0.06 -1.12 -1.89 -0.31
C -0.21 0.27 0.63 -0.15
P 0.44 0.47 -1.09 -0.08
H 0.65 1.87 2.45 0.34
H -2.28 1.24 1.36 0.32
H 2.26 -1.67 -1.68 0.37
H -0.73 -1.73 -2.45 0.32
H -0.28 -0.74 1.16 0.27

11
Properties=species:S:1:pos:R:3:mulliken_charge:R:1 method="wB97M-V/def2-TZVPD" molar_mass_g_mol=66.10 gap_ev="7.74 / 7.50" e_above_lowest_ev=5.607 homo_ev="-7.91 / -8.25"
C 2.76 0.18 -0.06 -0.47
C 1.57 -0.49 0.02 0.02
C -0.78 0.82 0.00 -0.52
C -1.10 -0.76 0.02 -0.58
C 0.26 -0.20 0.13 0.21
H 3.13 0.82 0.83 0.22
H 1.83 -1.64 0.06 0.24
H -0.85 1.30 -0.98 0.21
H -0.93 1.47 0.83 0.25
H -1.58 -1.39 0.83 0.26
H -1.43 -0.94 -1.10 0.17

11
Properties=species:S:1:pos:R:3:mulliken_charge:R:1 method="wB97M-V/def2-TZVPD" molar_mass_g_mol=66.10 gap_ev="6.80 / 7.19" e_above_lowest_ev=9.121 homo_ev="-7.65 / -8.52"
C -0.78 0.04 -0.35 0.40
C 1.53 -1.20 0.21 -0.20
C -1.99 0.13 -0.12 0.09
C -3.24 0.49 0.13 -0.96
C 2.58 -0.30 -0.11 -0.88
H 0.36 -0.33 -0.12 -0.06
H -3.37 1.21 0.90 0.25
H -4.09 0.00 -0.14 0.33
H 3.51 -0.76 -0.41 0.36
H 3.05 0.28 0.83 0.29
H 2.44 0.43 -0.82 0.37

107
Properties=species:S:1:pos:R:3:mulliken_charge:R:1 method="wB97M-V/def2-TZVPD" molar_mass_g_mol=673.00 gap_ev=9.32 homo_ev=-9.60
C -0.08 -0.84 0.95 -0.97
C 0.48 -0.19 -0.31 0.56
F 1.70 -0.80 -0.62 -0.44
C -0.50 -0.24 -1.48 -0.30
B 0.06 -0.25 -2.92 -0.32
O -0.81 -0.01 -4.01 -0.50
B -0.30 0.82 -4.99 0.65
O 1.05 0.95 -5.14 -0.73
B 1.83 0.63 -4.03 0.56
C 3.04 1.47 -3.53 0.06
C 2.65 2.95 -3.43 -0.99
N 1.68 3.12 -2.32 -0.36
O 1.38 -0.46 -3.27 0.29
H 0.08 -0.23 1.83 0.40
H 0.46 -1.77 1.13 0.11
H -1.13 -1.06 0.84 0.03
H 0.66 0.87 -0.10 0.37
H -1.20 -1.07 -1.38 0.00
H -1.12 0.66 -1.41 0.50
H -1.06 1.44 -5.67 -0.18
H 3.95 1.30 -4.10 0.55
H 3.23 1.11 -2.52 -0.24
H 3.54 3.55 -3.27 0.46
H 2.15 3.26 -4.35 0.32
H 2.05 3.76 -1.63 0.18
H 0.86 3.59 -2.67 0.14
O -0.76 -3.33 -0.98 -0.52
H 0.00 -3.64 -0.48 0.28
H -0.56 -3.57 -1.89 0.28
O 0.91 -2.88 3.38 -0.65
H 1.75 -3.28 3.13 0.34
H 0.67 -3.32 4.21 0.22
O -3.27 -2.27 1.63 -0.58
H -2.49 -2.58 2.10 0.28
H -3.11 -2.54 0.72 0.26
O 1.52 -5.56 4.55 -0.61
H 2.43 -5.83 4.76 0.31
H 1.12 -6.34 4.16 0.29
O 1.15 5.64 -0.79 -0.62
H 0.48 6.31 -1.00 0.27
H 0.65 4.97 -0.30 0.34
O 1.25 4.59 1.97 -0.59
H 1.91 5.25 1.73 0.29
H 1.66 4.07 2.68 0.35
O 4.05 -2.27 -3.82 -0.77
H 4.22 -2.49 -2.89 0.36
H 3.15 -1.91 -3.80 0.28
O 2.62 3.06 4.07 -0.63
H 3.46 2.62 3.94 0.29
H 2.23 2.65 4.85 0.34
O 5.14 -5.09 -4.00 -0.64
H 4.80 -4.20 -3.95 0.38
H 6.02 -5.00 -4.38 0.31
O -3.50 -1.45 -3.52 -0.68
H -2.84 -0.82 -3.85 0.34
H -3.03 -1.93 -2.84 0.33
O 2.69 -1.70 5.49 -0.64
H 2.23 -2.09 4.74 0.40
H 2.04 -1.08 5.83 0.29
O -1.83 1.10 2.74 -0.56
H -2.48 0.39 2.61 0.29
H -2.27 1.72 3.32 0.26
O 1.27 -2.92 -5.23 -0.69
H 0.89 -2.04 -5.13 0.31
H 2.12 -2.77 -5.66 0.31
O -5.41 0.10 2.34 -0.63
H -5.02 -0.77 2.15 0.31
H -6.18 -0.12 2.87 0.32
O 6.87 -1.87 -3.03 -0.64
H 6.28 -1.87 -3.79 0.33
H 6.44 -1.25 -2.42 0.34
O 1.30 1.66 6.36 -0.66
H 1.45 1.52 7.30 0.31
H 0.40 1.98 6.29 0.32
O -6.59 -2.49 2.29 -0.61
H -6.56 -2.28 1.35 0.31
H -7.04 -3.34 2.36 0.28
O 2.90 7.60 0.23 -0.61
H 2.22 6.93 0.02 0.29
H 2.51 8.16 0.90 0.32
O -6.91 -5.23 3.38 -0.61
H -6.96 -5.16 4.34 0.31
H -6.06 -5.65 3.23 0.32
O -3.39 1.41 -2.29 -0.62
H -3.29 1.65 -3.21 0.27
H -3.85 0.56 -2.31 0.29
O -5.80 -5.49 6.30 -0.60
H -5.87 -5.41 7.25 0.30
H -4.95 -5.92 6.15 0.30
O 0.84 8.37 -2.54 -0.66
H 1.60 8.04 -2.05 0.33
H 1.07 8.23 -3.47 0.35
O -7.74 -8.00 2.24 -0.63
H -7.27 -7.16 2.14 0.31
H -8.59 -7.72 2.60 0.31
O 0.41 -3.70 6.47 -0.62
H 0.73 -4.49 6.00 0.37
H 0.99 -3.63 7.23 0.32
O 5.64 0.47 -1.63 -0.62
H 6.20 1.25 -1.65 0.30
H 4.83 0.75 -1.19 0.32
O -2.32 4.06 -1.52 -0.59
H -2.31 4.34 -2.44 0.28
H -2.78 3.21 -1.53 0.36
O 0.56 9.38 -5.58 -0.65
H 1.04 10.22 -5.56 0.33
H -0.33 9.60 -5.28 0.33

16
Properties=species:S:1:pos:R:3:mulliken_charge:R:1 method="wB97M-V/def2-TZVPD" charge=+2 molar_mass_g_mol=237.97 gap_ev="8.93 / 6.76" e_above_lowest_ev=1.621 homo_ev="-18.00 / -18.00" spin_multiplicity=2
O 2.74 0.30 0.29 -0.63
C 2.42 -0.91 -0.04 0.44
C 1.48 -1.24 -0.98 -0.43
O 0.77 -0.19 -1.54 -0.27
Ag 2.47 2.09 -0.23 0.94
H 2.91 -1.74 0.48 0.41
H 1.19 -2.25 -1.25 0.44
C -2.10 0.11 2.06 -0.68
C -1.92 0.23 0.76 0.10
O -0.61 0.12 0.26 -0.10
C -0.27 0.48 -0.92 0.74
O -1.01 1.30 -1.57 -0.30
H -1.27 -0.07 2.74 0.27
H -2.69 0.40 0.00 0.36
H -3.10 0.23 2.47 0.30
H -1.03 1.14 -2.52 0.40

13
Properties=species:S:1:pos:R:3:mulliken_charge:R:1 method="wB97M-V/def2-TZVPD" molar_mass_g_mol=225.91 gap_ev=9.82 e_above_lowest_ev=2.327 homo_ev=-9.20
C 0.96 -0.48 -0.16 -0.64
C -0.39 -0.87 -0.80 -0.66
C -0.61 1.65 0.61 -0.45
C -0.15 0.44 -0.21 0.36
C -0.21 2.00 -0.79 0.12
Br 1.45 2.98 -1.20 -0.13
Br -1.51 2.29 -2.09 -0.07
H 1.31 -0.68 0.88 0.24
H 1.80 -0.46 -0.92 0.24
H -0.46 -1.11 -1.85 0.26
H -0.73 -1.70 -0.27 0.26
H -1.72 1.91 0.79 0.22
H 0.05 1.84 1.49 0.26

13
Properties=species:S:1:pos:R:3:mulliken_charge:R:1 method="wB97M-V/def2-TZVPD" molar_mass_g_mol=225.91 gap_ev="7.95 / 8.03" e_above_lowest_ev=3.409 homo_ev="-9.12 / -8.33"
C 0.00 0.94 1.49 0.13
C -0.68 1.79 0.77 -0.80
C 0.29 -0.39 0.90 -0.52
C -0.45 -0.44 -0.45 0.23
C 0.28 -0.43 -1.67 -0.96
Br -2.16 -1.24 -0.44 -0.07
Br 1.36 -2.28 -1.88 -0.20
H 0.36 1.18 2.50 0.34
H -1.12 2.76 0.79 0.37
H 1.36 -0.53 0.71 0.28
H -0.03 -1.21 1.56 0.37
H 1.11 0.28 -1.69 0.36
H -0.31 -0.42 -2.58 0.47

15
Properties=species:S:1:pos:R:3:mulliken_charge:R:1 method="wB97M-V/def2-TZVPD" molar_mass_g_mol=258.92 gap_ev="7.62 / 7.80" e_above_lowest_ev=1.960 homo_ev="-8.74 / -9.02"
C -1.01 0.11 -3.41 0.09
C -0.07 -0.80 -3.57 -0.13
C -0.87 0.87 -2.11 0.41
C 0.59 0.43 0.83 -1.04
C 0.15 -0.47 -0.26 -0.29
N 0.30 0.17 -1.62 -0.42
F -0.75 2.20 -2.27 -0.29
Br -2.66 0.30 -4.37 -0.14
Br 0.53 -2.17 -4.60 0.00
H -1.79 0.55 -1.54 0.27
H -0.12 1.34 1.16 0.26
H 0.57 -0.18 1.74 0.36
H 1.66 0.71 0.64 0.29
H 0.85 -1.36 -0.26 0.32
H -0.91 -0.72 -0.06 0.31